(1)
{"formula": "C4H5F3O", "method": "ωB97M-V with the def2-TZVPD basis set", "elements": ["C", "C", "C", "C", "H", "H", "H", "H", "H", "O", "F", "F", "F"], "xyz": [[0.786, 1.289, 0.563], [-0.367, 0.305, 0.223], [-1.566, 0.766, 0.121], [0.084, -1.113, -0.054], [2.194, 0.946, -0.614], [0.315, 2.186, 1.036], [1.343, 0.769, 1.312], [-1.716, 1.839, 0.252], [-0.746, -1.740, -0.200], [1.609, 1.739, -0.406], [-2.522, 0.056, -0.317], [0.678, -1.677, 1.014], [0.968, -1.201, -1.104]], "smiles": "OC/C(=C/F)C(F)F", "e_above_lowest_kcal_mol": 13.4, "multiplicity": 1, "homo_ev": -10.44, "charge": 0, "total_energy_ha": -530.19946, "e_lumo_ev": 0.812, "molar_mass_g_mol": 126.08}

---

(2)
{"formula": "C4H5FINO2", "method": "ωB97M-V with the def2-TZVPD basis set", "elements": ["C", "C", "C", "C", "N", "O", "O", "F", "I", "H", "H", "H", "H", "H"], "xyz": [[0.621, -0.789, 0.453], [-0.349, 1.259, 0.887], [-1.037, 2.216, 0.057], [0.833, -2.235, -1.467], [0.878, -1.296, 1.525], [-0.256, 1.098, 2.061], [0.165, 0.276, -0.040], [1.979, -2.964, -1.513], [-1.023, -2.975, -1.623], [-1.124, 3.208, 0.558], [-2.005, 1.911, -0.319], [-0.446, 2.335, -0.879], [0.942, -1.388, -2.116], [0.823, -0.655, 2.415]], "e_above_lowest_kcal_mol": 0.0, "multiplicity": 1, "homo_ev": [-7.76, -7.76], "charge": 0, "total_energy_ha": -758.06484, "e_lumo_ev": [0.146, 0.146], "molar_mass_g_mol": 244.99}

---

(3)
{"formula": "C4H5FN2", "method": "ωB97M-V with the def2-TZVPD basis set", "elements": ["C", "C", "C", "C", "N", "N", "F", "H", "H", "H", "H", "H"], "xyz": [[-2.022, -2.167, 0.174], [0.007, 0.328, 0.005], [-1.236, 0.531, -0.431], [2.260, 0.974, 0.187], [-2.984, -2.520, -0.332], [1.148, 0.154, 0.389], [-2.184, 1.267, 0.213], [-1.135, -1.964, 0.656], [-1.599, -0.164, -1.162], [2.157, 1.716, -0.559], [2.993, 0.393, -0.313], [2.595, 1.453, 1.174]], "smiles": "CN=C=CF.C#N", "e_above_lowest_kcal_mol": 84.4, "multiplicity": 1, "homo_ev": -9.06, "charge": 0, "total_energy_ha": -364.66887, "e_lumo_ev": 0.509, "molar_mass_g_mol": 100.10}

---

(4)
{"formula": "C4H5FN2", "method": "ωB97M-V with the def2-TZVPD basis set", "elements": ["C", "C", "C", "C", "N", "N", "F", "H", "H", "H", "H", "H"], "xyz": [[2.750, 0.017, 0.058], [0.777, -1.071, 0.153], [1.228, 1.096, 0.008], [-1.100, 0.494, 0.057], [2.092, -1.145, 0.113], [0.281, 0.210, -0.066], [0.991, 2.438, -0.085], [3.842, 0.364, 0.104], [0.059, -1.838, -0.089], [-1.538, 0.822, 0.965], [-1.470, 1.234, -0.795], [-1.557, -0.507, -0.255]], "smiles": "Cn1cncc1F", "e_above_lowest_kcal_mol": 89.5, "multiplicity": 1, "homo_ev": -7.68, "charge": 0, "total_energy_ha": -364.66071, "e_lumo_ev": 0.773, "molar_mass_g_mol": 100.10}

---

(5)
{"formula": "C4H5FN2O", "method": "ωB97M-V with the def2-TZVPD basis set", "elements": ["C", "C", "C", "C", "H", "H", "H", "H", "H", "N", "N", "O", "F"], "xyz": [[-1.138, -0.225, -1.159], [0.053, -0.834, -0.675], [0.419, -0.036, 0.371], [1.572, -0.024, 1.310], [-2.649, -0.174, -2.333], [0.387, -1.815, -1.026], [2.418, -0.298, 0.642], [1.425, -0.715, 2.162], [-0.470, 1.712, 1.112], [-0.531, 0.917, 0.489], [-1.413, 0.896, -0.525], [-1.800, -0.607, -2.276], [1.726, 1.203, 1.907]], "smiles": "Oc1cc(CF)[nH]n1", "e_above_lowest_kcal_mol": 14.5, "multiplicity": 1, "homo_ev": -8.99, "charge": 0, "total_energy_ha": -440.01489, "e_lumo_ev": 0.930, "molar_mass_g_mol": 116.09}

---

(6)
{"formula": "C4H5FN2O", "method": "ωB97M-V with the def2-TZVPD basis set", "elements": ["C", "C", "C", "C", "H", "H", "H", "H", "H", "N", "N", "O", "F"], "xyz": [[2.141, -0.467, 0.094], [0.153, 0.644, 0.026], [-0.560, -0.631, -0.227], [-1.861, -0.211, -0.143], [3.175, -0.327, 0.108], [1.924, -1.203, 0.918], [1.978, -1.111, -0.684], [0.105, -1.513, -0.120], [-2.859, 1.815, -0.198], [-1.962, 1.152, 0.105], [-0.682, 1.693, -0.021], [1.492, 0.837, 0.003], [-3.045, -0.677, 0.138]], "smiles": "COc1cc(F)[nH]n1", "e_above_lowest_kcal_mol": 70.2, "multiplicity": 1, "homo_ev": -8.84, "charge": 0, "total_energy_ha": -439.92610, "e_lumo_ev": 0.796, "molar_mass_g_mol": 116.09}

---

(7)
{"formula": "C4H5FO", "method": "ωB97M-V with the def2-TZVPD basis set", "elements": ["C", "C", "C", "C", "H", "H", "H", "H", "H", "O", "F"], "xyz": [[1.713, -0.499, 0.397], [0.701, -0.818, -0.392], [-0.994, 0.722, -0.799], [-1.498, 0.702, 0.437], [2.226, 0.450, 0.617], [0.337, -1.852, -0.429], [-1.417, 1.282, -1.628], [-0.958, 0.176, 1.256], [-2.435, 1.185, 0.589], [0.135, 0.101, -1.262], [2.191, -1.449, 1.213]], "smiles": "C=CO/C=C/F", "e_above_lowest_kcal_mol": 28.8, "multiplicity": 1, "homo_ev": -9.38, "charge": 0, "total_energy_ha": -330.44180, "e_lumo_ev": 1.108, "molar_mass_g_mol": 88.08}

---

(8)
{"formula": "C4H5FO", "method": "ωB97M-V with the def2-TZVPD basis set", "elements": ["C", "C", "C", "C", "H", "H", "H", "H", "H", "O", "F"], "xyz": [[1.724, 0.531, 0.114], [0.070, 0.733, -0.182], [-0.632, -0.629, -0.161], [-1.917, -0.648, 0.015], [2.310, 1.135, -0.561], [1.934, 0.655, 1.175], [-0.021, -1.456, -0.109], [-2.478, -1.593, 0.064], [-2.432, 0.293, 0.016], [-0.554, 1.753, -0.162], [1.995, -0.776, -0.208]], "smiles": "C=CC(=O)CF", "e_above_lowest_kcal_mol": 16.5, "multiplicity": 1, "homo_ev": -9.82, "charge": 0, "total_energy_ha": -330.46150, "e_lumo_ev": 0.286, "molar_mass_g_mol": 88.08}

---

(9)
{"formula": "C4H5FOS", "method": "ωB97M-V with the def2-TZVPD basis set", "elements": ["C", "C", "C", "C", "H", "H", "H", "H", "H", "O", "F", "S"], "xyz": [[-1.101, -0.265, -0.633], [-0.972, -0.107, 0.887], [-0.553, 1.046, -0.113], [2.009, -0.266, -0.145], [-2.112, -0.442, -1.171], [-1.880, 0.093, 1.577], [-0.167, -0.689, 1.267], [-1.228, 1.978, -0.315], [3.134, -0.189, -0.345], [1.635, -1.284, 0.421], [0.001, -1.114, -1.107], [1.233, 1.239, -0.325]], "smiles": "O=CS[C@@H]1C[C@@H]1F", "e_above_lowest_kcal_mol": 52.6, "multiplicity": 1, "homo_ev": -9.44, "charge": 0, "total_energy_ha": -728.60331, "e_lumo_ev": 0.663, "molar_mass_g_mol": 120.15}

---

(10)
{"formula": "C4H5FS", "method": "ωB97M-V with the def2-TZVPD basis set", "elements": ["C", "C", "C", "C", "H", "H", "H", "H", "H", "F", "S"], "xyz": [[0.572, -0.570, -1.493], [0.816, -0.648, -0.199], [0.014, -0.063, 0.932], [-1.177, 0.814, 0.742], [-0.169, 0.019, -2.009], [1.742, -1.166, 0.031], [0.007, -0.662, 1.873], [-1.524, 1.127, -0.247], [-1.921, 0.680, 1.492], [1.355, -1.255, -2.379], [0.286, 1.723, 1.257]], "smiles": "F/C=C/[C@@H]1CS1", "e_above_lowest_kcal_mol": 19.2, "multiplicity": 1, "homo_ev": -8.84, "charge": 0, "total_energy_ha": -653.41040, "e_lumo_ev": 0.871, "molar_mass_g_mol": 104.15}

---

(11)
{"formula": "C4H5FS", "method": "ωB97M-V with the def2-TZVPD basis set", "elements": ["C", "C", "C", "C", "F", "S", "H", "H", "H", "H", "H"], "xyz": [[0.856, 0.695, -1.295], [0.681, -0.459, -0.695], [-0.648, 0.355, 1.595], [-0.647, -0.793, -0.158], [-1.365, -0.363, 2.451], [0.192, 1.608, 1.875], [1.829, 0.895, -1.528], [0.017, 1.244, -1.394], [1.521, -1.021, -0.577], [-1.664, -0.458, -0.505], [-0.772, -1.703, 0.233]], "e_above_lowest_kcal_mol": 71.3, "multiplicity": 1, "homo_ev": -8.88, "charge": 0, "total_energy_ha": -653.32737, "e_lumo_ev": 0.238, "molar_mass_g_mol": 104.15}

---

(12)
{"formula": "C4H5FS", "method": "ωB97M-V with the def2-TZVPD basis set", "elements": ["C", "C", "C", "C", "H", "H", "H", "H", "H", "F", "S"], "xyz": [[1.676, 0.261, -1.656], [0.401, 0.442, -1.396], [-1.222, -0.158, 0.862], [-1.004, -0.532, 2.112], [1.981, 0.011, -2.660], [-0.404, 0.174, -2.071], [-1.941, -0.496, 0.055], [-0.385, 0.094, 2.819], [-1.629, -1.372, 2.521], [2.691, 0.474, -0.800], [-0.163, 1.104, 0.216]], "smiles": "C=CS/C=C\\F", "e_above_lowest_kcal_mol": 33.0, "multiplicity": 1, "homo_ev": -8.54, "charge": 0, "total_energy_ha": -653.38842, "e_lumo_ev": 0.996, "molar_mass_g_mol": 104.15}

---

(13)
{"formula": "C4H5HgO5", "method": "ωB97M-V with the def2-TZVPD basis set", "elements": ["O", "C", "O", "O", "Hg", "C", "C", "H", "H", "H", "H", "O", "C", "O", "H"], "xyz": [[0.038, 0.181, -0.815], [0.771, -0.780, -0.207], [1.761, -0.454, 0.441], [0.176, -1.895, -0.038], [2.172, 1.405, 0.564], [-1.295, -2.031, -0.143], [-2.010, -0.970, 0.612], [-1.534, -2.027, -1.211], [-1.465, -3.025, 0.286], [-1.811, -0.899, 1.682], [-2.974, -0.632, 0.231], [0.030, 1.858, 0.667], [-0.659, 1.213, -0.142], [-1.418, 1.861, -0.967], [-1.735, 1.340, -1.721]], "e_above_lowest_kcal_mol": 0.0, "multiplicity": 2, "homo_ev": [-17.74, -20.95], "charge": 2, "total_energy_ha": -684.15601, "e_lumo_ev": [-12.162, -12.189], "molar_mass_g_mol": 333.67}

---

(14)
{"formula": "C4H5IN2O", "method": "ωB97M-V with the def2-TZVPD basis set", "elements": ["C", "C", "C", "C", "N", "N", "O", "I", "H", "H", "H", "H", "H"], "xyz": [[0.303, 1.921, 0.424], [0.306, -0.051, -0.676], [-1.465, 0.553, 0.059], [1.142, -2.155, -0.160], [0.950, 0.912, -0.153], [-1.115, 1.753, 0.497], [0.464, -1.248, -1.062], [-3.353, 0.125, -0.521], [0.752, 2.871, 0.694], [2.191, -2.041, 0.134], [1.040, -3.027, -0.742], [0.531, -2.040, 0.646], [-1.745, 2.425, 0.860]], "e_above_lowest_kcal_mol": 88.9, "multiplicity": 1, "homo_ev": -7.03, "charge": 0, "total_energy_ha": -637.70377, "e_lumo_ev": 0.606, "molar_mass_g_mol": 224.00}

---

(15)
{"formula": "C4H5IO", "method": "ωB97M-V with the def2-TZVPD basis set", "elements": ["C", "C", "C", "C", "O", "I", "H", "H", "H", "H", "H"], "xyz": [[0.448, 0.353, -1.849], [-0.222, -0.913, 0.760], [-0.144, 0.527, 1.144], [-0.793, 0.153, -0.050], [-0.083, 0.569, -2.833], [2.479, -0.022, -1.483], [0.765, -1.302, 0.484], [-0.885, -1.487, 1.305], [-0.580, 0.973, 2.093], [0.801, 1.101, 0.902], [-1.785, 0.047, -0.472]], "e_above_lowest_kcal_mol": 65.9, "multiplicity": 1, "homo_ev": -8.60, "charge": 0, "total_energy_ha": -528.21853, "e_lumo_ev": -0.135, "molar_mass_g_mol": 195.99}

---

(16)
{"formula": "C4H5InO6", "method": "ωB97M-V with the def2-TZVPD basis set", "elements": ["C", "C", "O", "O", "H", "H", "H", "H", "H", "C", "O", "O", "In", "O", "O", "C"], "xyz": [[-0.885, -1.186, 0.006], [0.619, -1.028, 0.019], [0.851, 0.361, -0.390], [-1.412, 0.042, 0.466], [-1.155, -2.020, 0.667], [-1.242, -1.394, -1.013], [1.128, -1.660, -0.712], [1.032, -1.144, 1.026], [-0.008, 0.892, -0.088], [2.189, 0.943, -0.275], [3.101, 0.176, -0.387], [2.100, 2.182, -0.430], [3.317, 3.319, -0.943], [-3.509, -0.892, 0.410], [-3.237, 1.266, 0.999], [-2.888, 0.142, 0.646]], "e_above_lowest_kcal_mol": 11.6, "multiplicity": 1, "homo_ev": [-17.94, -18.73], "charge": 2, "total_energy_ha": -796.10553, "e_lumo_ev": [-10.497, -13.333], "molar_mass_g_mol": 263.90}

---

(17)
{"formula": "C4H5Li2O7", "method": "ωB97M-V with the def2-TZVPD basis set", "elements": ["O", "C", "O", "O", "C", "O", "C", "C", "O", "O", "Li", "Li", "H", "H", "H", "H", "O", "H"], "xyz": [[2.224, 0.388, -3.606], [2.364, 0.273, -2.361], [3.214, 0.930, -1.707], [1.547, -0.588, -1.746], [0.585, -0.075, -0.823], [-1.742, -0.125, -0.320], [-1.805, -0.285, 3.488], [-0.817, -0.484, -1.265], [-1.201, -1.312, 3.101], [-2.775, 0.218, 2.867], [3.685, 1.676, -3.459], [-2.080, -0.898, 1.282], [0.658, 1.023, -0.777], [0.783, -0.477, 0.183], [-1.011, -0.007, -2.254], [-0.785, -1.578, -1.480], [-1.618, 0.070, 4.786], [-1.584, 1.032, 4.832]], "e_above_lowest_kcal_mol": 0.0, "multiplicity": 1, "homo_ev": -4.04, "charge": -1, "total_energy_ha": -697.37995, "e_lumo_ev": 1.185, "molar_mass_g_mol": 178.96}

---

(18)
{"formula": "C4H5MgO4", "method": "ωB97M-V with the def2-TZVPD basis set", "elements": ["C", "O", "H", "H", "C", "C", "H", "H", "H", "O", "C", "O", "O", "Mg"], "xyz": [[0.839, -1.765, -0.943], [1.370, -2.714, -0.292], [0.826, -1.834, -2.038], [2.244, -2.982, -0.624], [0.003, -0.845, -0.259], [-0.367, 0.264, -0.986], [-0.654, -1.320, 0.476], [-1.024, -0.031, 1.565], [-0.182, 0.352, -2.061], [-0.645, 1.442, -0.464], [-1.127, 1.819, 0.877], [-1.458, 0.941, 1.724], [-0.724, 2.927, 1.170], [0.899, 3.745, 1.855]], "multiplicity": 1, "homo_ev": -22.37, "charge": 3, "total_energy_ha": -655.16797, "e_lumo_ev": -15.619, "molar_mass_g_mol": 141.38}

---

(19)
{"formula": "C4H5N", "method": "ωB97M-V with the def2-TZVPD basis set", "elements": ["C", "C", "C", "C", "H", "H", "H", "H", "H", "N"], "xyz": [[0.353, -0.772, -0.858], [-0.213, 0.201, 0.182], [0.652, 0.989, 0.835], [-1.638, 0.159, 0.308], [-0.085, -0.708, -1.828], [0.201, -1.794, -0.470], [1.390, -0.669, -0.883], [0.355, 1.807, 1.529], [1.728, 0.881, 0.671], [-2.742, -0.095, 0.514]], "smiles": "C=C(C)C#N", "e_above_lowest_kcal_mol": 20.8, "multiplicity": 1, "homo_ev": -10.25, "charge": 0, "total_energy_ha": -210.13061, "e_lumo_ev": 0.517, "molar_mass_g_mol": 67.09}

---

(20)
{"formula": "C4H5N", "method": "ωB97M-V with the def2-TZVPD basis set", "elements": ["C", "C", "C", "C", "N", "H", "H", "H", "H", "H"], "xyz": [[-2.311, -0.651, 0.040], [-1.431, 0.281, 0.045], [1.193, -1.064, 0.020], [-0.197, 0.925, 0.047], [0.985, 0.258, -0.028], [0.446, -1.759, -0.165], [-2.506, 0.638, -0.321], [2.203, -1.358, 0.331], [-0.237, 2.017, 0.252], [1.854, 0.712, -0.221]], "e_above_lowest_kcal_mol": 139.8, "multiplicity": 1, "homo_ev": [-7.25, -7.33], "charge": 0, "total_energy_ha": -209.94097, "e_lumo_ev": [0.450, 0.254], "molar_mass_g_mol": 67.09}